[1]
This record from OMol25 describes a structure of composition C6H9N3O at a distorted geometry. The level of theory is the ωB97M-V functional and the def2-TZVPD basis.

```
19
Properties=species:S:1:pos:R:3:forces:R:3
C 3.514734 0.428451 -0.378760 1.80 0.10 -1.37
C 2.529256 -0.079512 -1.153624 0.81 -0.99 -0.84
C 1.691892 0.809578 0.626171 -0.44 1.45 1.00
C -1.926967 -1.557039 0.768160 1.55 -1.48 -0.29
C -3.209964 0.633252 0.957982 -0.12 -1.53 -1.11
C 0.179083 -0.559390 -1.135168 0.34 -1.49 2.88
N 2.991900 0.983349 0.708561 -0.05 1.02 1.26
N 1.371271 0.175922 -0.518821 -0.94 -1.81 -1.55
N -2.060655 -0.414660 0.592224 -1.60 3.45 -1.21
O -0.899734 0.084984 -0.934974 -2.33 2.02 -0.63
H 4.551596 0.584165 -0.693989 -0.32 -0.43 0.54
H 2.581265 -0.744760 -2.014395 -0.07 0.48 0.16
H 1.068397 1.462142 1.264808 -0.19 -1.22 -0.51
H -2.508004 -1.912367 1.534948 -1.18 -2.11 1.81
H -3.436791 0.470815 2.057630 0.34 0.14 -1.53
H -2.783163 1.585243 0.751591 0.31 0.74 0.13
H -4.166720 0.536165 0.261856 2.30 -0.36 1.50
H 0.073086 -1.736953 -0.481181 0.04 2.18 -1.23
H 0.439519 -0.749377 -2.213018 -0.26 -0.16 1.00
```
Forces are in eV/Å.

Computed properties:
Total energy ... -12878.814 eV
Kohn-Sham gap ... 7.219 eV
Maximum force ... 4.0 eV/A
2S+1 ... 1


[2]
This record from OMol25 describes a cluster of 2 separate species, C4H13N in total at a distorted geometry. The level of theory is the ωB97M-V functional and the def2-TZVPD basis.

```
18
Properties=species:S:1:pos:R:3:forces:R:3
C -0.077889 -1.351857 1.790846 0.24 -0.97 1.07
N -1.358841 -1.817316 2.239382 0.65 1.68 -1.12
H -0.187629 -0.360191 1.303767 -0.16 -0.16 -0.19
H 0.365762 -2.096884 1.140671 0.00 0.20 -0.49
H 0.562786 -1.214275 2.667297 -0.05 0.18 -0.09
H -1.725165 -1.307382 3.043028 -0.47 -0.56 0.15
H -1.985659 -2.160314 1.504769 -0.20 -0.35 0.58
C 1.652843 0.571968 -1.084855 -0.88 -0.88 -0.09
C 0.662217 1.552551 -1.710613 0.23 0.44 0.85
C -0.781094 1.179907 -1.397269 -0.35 1.23 -0.34
H 1.582597 0.708676 0.001412 0.67 0.20 -0.05
H 2.654638 0.616351 -1.496249 0.23 0.37 0.37
H 1.346884 -0.478162 -1.220266 -0.12 0.16 -0.32
H 0.774307 1.679574 -2.781294 0.12 -0.24 -0.20
H 0.907500 2.528219 -1.274009 -0.18 0.01 -0.17
H -1.014707 1.076527 -0.334191 0.45 -0.84 0.20
H -1.462942 2.025506 -1.577900 0.23 -0.21 -0.66
H -1.053120 0.352420 -2.050061 -0.41 -0.25 0.49
```
Forces are in eV/Å.

Computed properties:
Total energy ... -5839.384 eV
Kohn-Sham gap (alpha / beta) ... 10.450 / 5.369 eV
Net charge ... +1
Maximum force ... 2.1 eV/A
<S²> ... 0.754
2S+1 ... 2


[3]
This record from OMol25 describes an isolated molecule of C5H7Cl at a distorted geometry. The level of theory is the ωB97M-V functional and the def2-TZVPD basis.

```
13
Properties=species:S:1:pos:R:3:forces:R:3
C -1.525578 0.979824 0.480217 -0.99 1.57 0.54
C -3.037126 0.835306 0.468265 1.73 -0.12 0.40
C -0.481673 0.183342 0.160290 -1.44 -2.13 0.90
C 1.737802 -0.960984 -0.252967 -0.88 -0.37 -1.66
C 0.985422 0.369290 -0.200747 -1.55 0.72 -2.01
Cl -3.605765 -0.574586 -0.291071 0.22 -0.42 -0.21
H -1.409177 1.998831 0.881610 0.64 -0.11 -0.78
H -0.863922 -0.887638 0.262218 0.89 0.96 -1.06
H 1.243393 -1.829611 -0.798515 0.25 1.40 0.57
H 1.830305 -1.234598 0.746616 0.33 -0.91 1.80
H 2.733095 -0.881421 -0.656357 0.35 0.28 -0.21
H 0.881439 0.919930 -1.219486 0.48 -1.04 1.34
H 1.511787 1.082321 0.419924 -0.03 0.17 0.36
```
Forces are in eV/Å.

Computed properties:
Total energy ... -17816.439 eV
Kohn-Sham gap ... 7.538 eV
Maximum force ... 2.7 eV/A
2S+1 ... 1


[4]
This record from OMol25 describes the ion C10H17N2O2 with charge -1 at a distorted geometry. The level of theory is the ωB97M-V functional and the def2-TZVPD basis.

```
31
Properties=species:S:1:pos:R:3:forces:R:3
C -0.099570 2.188042 -0.182694 0.52 -3.38 -0.20
C 0.572052 1.345924 0.921112 3.03 1.18 0.65
C 1.131510 0.651391 -1.688802 0.01 0.73 -3.15
C -0.288488 0.959806 -1.217405 -0.44 1.36 0.98
C 1.878869 -0.101741 -0.580335 -1.63 -2.85 0.71
C 0.627711 -0.136401 0.508121 2.48 0.40 -0.73
C -0.605052 -0.353289 -0.338296 1.41 2.74 0.04
C 0.855045 -1.155485 1.590172 -0.07 1.08 -0.02
C -0.625457 -1.557377 -1.188063 -1.99 -0.36 0.01
C -1.754565 -0.157879 0.532368 -3.70 0.64 -1.22
N 3.026317 0.548124 -0.106951 -1.71 2.98 -1.02
N 4.064932 -0.071960 0.161462 1.89 -3.15 0.63
O 4.125734 -1.342937 0.282809 -0.85 -0.33 -0.27
O 5.120039 0.532070 0.344239 1.08 1.48 0.30
H -0.984403 2.648292 0.144389 -1.54 0.44 0.34
H 0.583699 2.964909 -0.475286 0.19 0.15 -0.75
H 1.714429 1.705310 0.895902 -2.45 -0.84 0.84
H 0.151589 1.495739 1.910257 -0.04 0.09 0.25
H 1.036361 0.173460 -2.700988 0.32 -0.63 0.95
H 1.652317 1.540264 -2.083090 0.02 0.11 0.99
H -1.083301 1.233843 -1.937205 0.59 -0.50 -0.24
H 2.140499 -1.189962 -0.839613 -0.48 1.38 0.10
H 0.943616 -2.081074 1.100003 0.06 -1.54 -0.46
H 0.026049 -1.195718 2.292269 -0.04 0.04 0.31
H 1.801768 -0.998121 2.079309 0.29 0.20 0.41
H -0.025492 -1.258365 -1.957045 1.48 -0.09 -2.56
H -1.637207 -1.749195 -1.600743 0.43 -0.03 0.28
H -0.200962 -2.451045 -0.798995 0.14 -0.77 0.76
H -1.571127 0.217159 1.475642 0.82 1.07 1.95
H -2.323644 -1.042638 0.749270 -0.30 -0.80 -0.23
H -2.488985 0.573299 0.074425 0.47 -0.76 0.36
```
Forces are in eV/Å.

Computed properties:
Total energy ... -17717.637 eV
Kohn-Sham gap ... 7.185 eV
Net charge ... -1
Maximum force ... 3.9 eV/A
SMILES string ... CC1(C)[C@H]2CC[C@]1(C)[C@H](N=[N+]([O-])[O-])C2
2S+1 ... 1


[5]
This record from OMol25 describes an isolated molecule of C5H11NO at a distorted geometry. The level of theory is the ωB97M-V functional and the def2-TZVPD basis.

```
18
Properties=species:S:1:pos:R:3:forces:R:3
C -1.224527 -0.683209 -0.568649 -1.61 3.64 1.32
C -1.509203 -0.831868 -2.075638 -1.45 -1.61 -0.11
C 0.243620 -0.481672 -0.384137 0.09 -1.79 -0.91
N 0.695469 0.125416 0.750915 2.51 1.14 -0.71
C 1.937584 0.927213 0.465186 -0.66 -1.33 -1.44
C 0.191605 0.452925 2.085180 -2.55 -1.33 0.75
O 0.973662 -0.885305 -1.311205 -0.03 1.26 1.83
H -1.633159 -1.275158 0.323800 0.11 0.26 -1.90
H -1.640362 0.408763 -0.389253 0.57 -1.87 0.34
H -2.445812 -0.290576 -2.470672 1.19 -1.09 1.00
H -0.651847 -0.405035 -2.593150 -0.22 -0.27 -0.06
H -1.553429 -1.944059 -2.264878 -0.08 1.27 -0.52
H 2.542477 0.937321 1.319447 0.81 0.39 1.30
H 2.560623 0.548058 -0.375945 -0.84 -0.13 0.67
H 1.555090 1.881879 0.158907 0.27 0.92 0.16
H 0.437084 1.551106 2.347884 0.10 -2.13 -0.06
H -0.974307 0.417377 2.172334 1.90 0.04 -0.57
H 0.495425 -0.453169 2.809877 -0.13 2.63 -1.09
```
Forces are in eV/Å.

Computed properties:
Total energy ... -8899.312 eV
Kohn-Sham gap ... 9.852 eV
Maximum force ... 4.2 eV/A
SMILES string ... CCC(=O)N(C)C
2S+1 ... 1


[6]
This record from OMol25 describes an isolated molecule of Cl2HOPS at a distorted geometry. The level of theory is the ωB97M-V functional and the def2-TZVPD basis.

```
6
Properties=species:S:1:pos:R:3:forces:R:3
O 0.134457 -0.642355 1.103994 0.23 0.41 -0.82
P -0.178395 0.190905 -0.228065 0.62 -2.85 -2.29
S 0.806016 -0.898891 -1.879491 -1.96 2.45 3.00
Cl 0.409699 1.987883 0.280853 0.35 1.06 -0.27
Cl -2.164030 0.284599 -0.031714 -0.09 0.10 -0.50
H 0.992253 -0.922140 0.754423 0.85 -1.17 0.87
```
Forces are in eV/Å.

Computed properties:
Total energy ... -47234.072 eV
Kohn-Sham gap ... 8.642 eV
Maximum force ... 4.3 eV/A
SMILES string ... OP(=S)(Cl)Cl
2S+1 ... 1